Run a
{"formula": "C3H14NO4", "method": "ωB97M-V with the def2-TZVPD basis set", "elements": ["C", "C", "C", "N", "H", "H", "H", "H", "H", "H", "H", "H", "O", "H", "H", "O", "H", "H", "O", "H", "H", "O"], "xyz": [[1.934, 0.785, -0.282], [2.596, 0.450, 0.789], [0.529, -0.968, -0.911], [0.599, 0.284, -0.703], [2.203, 1.467, -1.069], [2.214, -0.252, 1.532], [3.625, 0.693, 1.047], [-0.317, -1.387, -1.436], [1.314, -1.573, -0.467], [-0.047, 1.064, -0.801], [-1.776, 2.423, 0.729], [-2.384, 1.133, 0.179], [-1.973, 1.961, -0.091], [-0.308, 1.560, -3.290], [1.001, 0.923, -3.905], [0.291, 0.814, -3.287], [-1.958, -1.466, -0.076], [-1.816, -1.336, 1.451], [-1.566, -0.892, 0.608], [-1.536, -1.168, 3.634], [-1.475, -2.692, 3.321], [-1.149, -1.825, 3.029]], "spin_multiplicity": 1, "orbital_gap_ha": 0.39095, "homo_ev": -14.5, "lumo_energy_ev": -3.91, "charge": 1}

Run b
{"formula": "C3H14NO4", "method": "ωB97M-V with the def2-TZVPD basis set", "elements": ["C", "C", "C", "O", "N", "H", "H", "H", "H", "H", "H", "H", "H", "H", "H", "O", "H", "H", "O", "H", "H", "O"], "xyz": [[0.001, -1.131, 0.691], [1.347, -1.258, 1.639], [2.704, -0.872, 1.045], [2.658, 0.231, 0.633], [-0.781, 0.150, 0.894], [-0.596, -1.982, 0.725], [0.608, -1.087, -0.389], [1.410, -2.153, 2.159], [1.257, -0.458, 2.502], [3.701, -1.320, 1.203], [-1.784, 0.073, 0.818], [-0.549, 0.975, 0.241], [-0.394, 0.649, 1.721], [-1.434, -1.593, -3.157], [-0.864, -0.513, -4.083], [-0.662, -1.114, -3.248], [-3.946, 1.083, -0.448], [-2.479, 1.357, -1.158], [-3.007, 0.966, -0.322], [1.585, 2.142, -0.430], [0.580, 3.449, -0.571], [0.646, 2.405, -0.465]], "spin_multiplicity": 1, "orbital_gap_ha": 0.39075, "homo_ev": -13.6, "lumo_energy_ev": -3.00, "charge": 1}

Calculated relative energies: run a 0.0; run b 10.0, given in kcal/mol

Run a
{"formula": "C4H23NO8", "method": "ωB97M-V with the def2-TZVPD basis set", "elements": ["C", "C", "O", "N", "C", "C", "H", "H", "H", "H", "H", "H", "H", "H", "H", "O", "H", "H", "O", "H", "H", "O", "H", "H", "O", "H", "H", "O", "H", "H", "O", "H", "H", "O", "H", "H"], "xyz": [[1.975, -1.942, 0.460], [1.213, -0.711, 0.052], [0.027, -0.705, 0.456], [1.863, 0.407, -0.317], [1.043, 1.638, -0.737], [3.151, 0.381, -0.946], [1.224, -2.700, 0.910], [2.154, -2.534, -0.514], [2.972, -1.835, 0.925], [-0.068, 1.536, -0.821], [1.410, 1.793, -1.816], [1.216, 2.465, -0.176], [3.683, 1.435, -0.957], [3.957, -0.050, -0.346], [3.169, -0.156, -1.936], [1.543, 1.318, 3.700], [1.460, 0.790, 2.880], [0.824, 1.468, 4.234], [-2.318, 0.089, -1.622], [-1.817, -0.086, -0.777], [-2.415, -0.829, -1.906], [-2.634, -2.434, -2.429], [-2.249, -2.789, -3.191], [-2.219, -2.905, -1.704], [0.367, 3.467, 2.857], [-0.206, 2.720, 2.736], [1.352, 3.298, 2.667], [-1.448, -4.461, -0.645], [-0.872, -4.551, -1.427], [-0.877, -4.046, 0.053], [-1.554, 0.744, 2.329], [-1.612, -0.202, 2.224], [-1.527, 0.879, 3.248], [-1.954, 2.395, -3.236], [-1.818, 1.865, -2.509], [-1.304, 2.087, -3.835]], "spin_multiplicity": 1, "orbital_gap_ha": 0.36932, "homo_ev": -10.2, "lumo_energy_ev": -0.12, "charge": 0}

Run b
{"formula": "C4H23NO8", "method": "ωB97M-V with the def2-TZVPD basis set", "elements": ["C", "N", "C", "C", "C", "O", "H", "H", "H", "H", "H", "H", "H", "H", "H", "O", "H", "H", "O", "H", "H", "O", "H", "H", "O", "H", "H", "O", "H", "H", "O", "H", "H", "O", "H", "H"], "xyz": [[0.043, -2.884, 1.479], [0.402, -1.747, 0.599], [-0.683, -1.101, -0.157], [-1.966, -1.922, -0.429], [-1.096, 0.156, 0.605], [-1.798, 1.001, 0.107], [0.598, -2.773, 2.414], [-1.001, -2.892, 1.764], [0.426, -3.810, 1.084], [0.987, -2.157, -0.118], [-0.405, -0.761, -1.139], [-2.701, -1.238, -0.863], [-1.851, -2.532, -1.332], [-2.329, -2.496, 0.409], [-0.674, 0.221, 1.624], [1.810, -0.703, -2.257], [1.390, 0.160, -2.407], [2.380, -0.816, -3.021], [-3.515, -0.455, 2.018], [-3.655, 0.394, 1.597], [-3.914, -1.074, 1.400], [2.029, 2.296, 2.490], [1.286, 2.876, 2.697], [1.800, 1.522, 3.018], [-0.566, 3.773, -0.800], [-0.564, 3.568, 0.140], [0.366, 3.756, -1.039], [3.553, -0.029, 1.152], [2.861, 0.004, 1.804], [3.296, -0.213, 0.252], [2.322, 1.746, -1.693], [2.665, 2.596, -1.397], [3.058, 1.137, -1.591], [-1.711, 1.242, -3.053], [-1.983, 1.496, -2.164], [-0.859, 1.659, -3.192]], "spin_multiplicity": 1, "orbital_gap_ha": 0.34018, "homo_ev": -9.2, "lumo_energy_ev": 0.10, "charge": 0}

Calculated relative energies: run a 10.2; run b 0.0, given in kcal/mol

Run a
{"formula": "C4H8", "method": "ωB97M-V with the def2-TZVPD basis set", "elements": ["C", "C", "H", "H", "H", "H", "C", "C", "H", "H", "H", "H"], "xyz": [[-0.837, 1.289, 1.460], [-1.109, 0.033, 1.910], [-0.857, 1.549, 0.379], [-0.893, 2.252, 2.030], [-1.449, -0.695, 1.207], [-0.715, -0.455, 2.899], [0.844, -0.476, -2.339], [1.098, -0.854, -1.018], [1.636, -0.513, -3.085], [-0.153, -0.062, -2.636], [2.066, -1.310, -0.671], [0.389, -0.717, -0.196]], "spin_multiplicity": 2, "orbital_gap_ha": [0.10830, 0.25412], "homo_ev": [1.2, -2.9], "lumo_energy_ev": [4.19, 4.04], "charge": -1, "s2": 0.75}

Run b
{"formula": "C4H8", "method": "ωB97M-V with the def2-TZVPD basis set", "elements": ["C", "C", "C", "C", "H", "H", "H", "H", "H", "H", "H", "H"], "xyz": [[0.163, 0.009, 0.646], [-0.180, -0.043, -0.628], [0.625, -0.694, -1.703], [-0.638, 0.733, 1.684], [1.041, -0.530, 0.992], [-0.963, 0.661, -0.890], [0.288, -0.337, -2.685], [1.700, -0.548, -1.592], [0.341, -1.736, -1.912], [-1.180, 0.096, 2.381], [-1.350, 1.389, 1.180], [-0.036, 1.408, 2.306]], "spin_multiplicity": 2, "orbital_gap_ha": [0.10411, 0.28148], "homo_ev": [2.2, -2.8], "lumo_energy_ev": [5.07, 4.90], "charge": -1, "s2": 0.75}

Calculated relative energies: run a 23.0; run b 0.0, given in kcal/mol

Run a
{"formula": "C22H35O3Ti", "method": "ωB97M-V with the def2-TZVPD basis set", "elements": ["O", "C", "C", "H", "H", "C", "H", "H", "C", "H", "H", "H", "C", "H", "H", "H", "Ti", "C", "C", "C", "H", "C", "C", "H", "H", "H", "H", "C", "C", "C", "H", "C", "C", "H", "H", "H", "H", "O", "C", "C", "H", "H", "C", "H", "H", "C", "H", "H", "H", "H", "C", "C", "C", "O", "H", "H", "H", "H", "H", "H", "H"], "xyz": [[0.561, -1.924, -1.913], [0.239, -1.881, -3.397], [-0.349, -3.284, -3.336], [1.193, -1.757, -3.976], [-0.462, -1.087, -3.628], [0.234, -3.345, -1.912], [0.134, -4.092, -3.868], [-1.446, -3.302, -3.419], [1.592, -4.063, -1.935], [2.318, -3.492, -2.522], [1.540, -5.037, -2.419], [1.980, -4.202, -0.924], [-0.862, -3.836, -1.011], [-1.833, -3.460, -1.333], [-0.704, -3.602, 0.016], [-0.944, -4.919, -1.139], [0.449, -0.082, -0.767], [-1.680, 0.451, 0.342], [-1.428, 1.485, -0.615], [-1.411, 0.887, -1.914], [-1.448, 2.549, -0.415], [-1.749, -0.499, -1.768], [-1.837, -0.783, -0.369], [-2.100, -1.747, 0.059], [-1.848, 0.603, 1.405], [-1.265, 1.408, -2.865], [-2.081, -1.148, -2.576], [1.123, 0.201, 1.387], [0.493, -1.093, 1.456], [1.249, -1.992, 0.659], [-0.335, -1.380, 2.097], [2.369, -1.287, 0.118], [2.341, 0.043, 0.621], [3.155, 0.755, 0.540], [0.813, 1.105, 1.899], [1.109, -3.068, 0.620], [3.172, -1.707, -0.489], [2.556, -2.373, -4.574], [2.206, -3.718, -5.042], [2.727, -3.925, -6.461], [1.132, -3.868, -5.214], [2.545, -4.452, -4.314], [2.988, -2.483, -6.962], [1.909, -4.408, -7.021], [3.600, -4.601, -6.532], [2.880, -1.538, -5.750], [2.247, -2.247, -7.731], [3.959, -2.393, -7.453], [2.063, -0.807, -5.853], [3.817, -0.966, -5.575], [0.744, 3.646, -2.385], [1.488, 2.886, -1.275], [1.291, 3.467, 0.112], [1.202, 1.432, -1.323], [-0.340, 3.689, -2.229], [0.957, 3.194, -3.360], [1.146, 4.672, -2.383], [2.563, 2.993, -1.500], [0.268, 3.351, 0.504], [1.982, 3.007, 0.822], [1.537, 4.538, 0.019]], "spin_multiplicity": 2, "orbital_gap_ha": [0.21539, 0.27373], "homo_ev": [-5.3, -6.9], "lumo_energy_ev": [0.53, 0.53], "charge": 0, "s2": 0.76}

Run b
{"formula": "C22H35O3Ti", "method": "ωB97M-V with the def2-TZVPD basis set", "elements": ["O", "C", "C", "H", "H", "C", "H", "H", "C", "H", "H", "H", "C", "H", "H", "H", "Ti", "C", "C", "C", "H", "C", "C", "H", "H", "H", "H", "C", "C", "C", "H", "C", "C", "H", "H", "H", "H", "O", "C", "C", "H", "H", "C", "H", "H", "C", "H", "H", "H", "H", "C", "C", "C", "O", "H", "H", "H", "H", "H", "H", "H"], "xyz": [[-0.505, -1.887, -0.813], [-1.365, -2.970, -0.182], [-0.787, -4.056, -1.067], [-2.415, -2.727, -0.375], [-1.137, -3.057, 0.886], [-0.034, -2.927, -1.788], [-1.531, -4.591, -1.663], [-0.128, -4.750, -0.542], [-0.620, -2.664, -3.152], [-1.695, -2.466, -3.072], [-0.475, -3.549, -3.784], [-0.126, -1.823, -3.646], [1.471, -3.028, -1.791], [1.848, -3.340, -0.813], [1.929, -2.069, -2.063], [1.782, -3.769, -2.537], [-0.092, -0.017, 0.048], [1.811, 0.685, 1.259], [0.738, 0.528, 2.183], [0.388, -0.866, 2.214], [0.337, 1.306, 2.831], [1.252, -1.562, 1.317], [2.113, -0.600, 0.695], [2.901, -0.826, -0.023], [2.349, 1.615, 1.080], [-0.346, -1.330, 2.871], [1.340, -2.644, 1.242], [0.125, 2.135, -0.739], [1.155, 1.366, -1.386], [0.530, 0.405, -2.232], [2.229, 1.527, -1.315], [-0.893, 0.602, -2.146], [-1.136, 1.690, -1.260], [-2.097, 2.180, -1.111], [0.275, 2.965, -0.052], [1.049, -0.260, -2.919], [-1.649, 0.091, -2.742], [-3.440, -6.426, -1.762], [-2.637, -7.321, -2.564], [-3.434, -8.608, -2.852], [-1.717, -7.575, -2.001], [-2.326, -6.790, -3.481], [-4.462, -8.636, -1.707], [-2.793, -9.490, -2.881], [-3.959, -8.507, -3.810], [-4.657, -7.139, -1.406], [-4.020, -9.136, -0.837], [-5.394, -9.137, -1.974], [-4.897, -6.932, -0.352], [-5.497, -6.757, -2.022], [-2.729, 0.209, 3.084], [-2.656, 0.900, 1.735], [-2.414, 2.396, 1.817], [-1.638, 0.284, 0.905], [-1.785, 0.328, 3.626], [-2.916, -0.863, 2.964], [-3.540, 0.632, 3.688], [-3.612, 0.730, 1.223], [-1.347, 2.612, 1.942], [-2.745, 2.878, 0.892], [-2.968, 2.824, 2.661]], "spin_multiplicity": 2, "orbital_gap_ha": [0.21980, 0.27477], "homo_ev": [-5.4, -6.9], "lumo_energy_ev": [0.59, 0.59], "charge": 0, "s2": 0.75}

Calculated relative energies: run a 49.6; run b 0.0, given in kcal/mol